Entry 1:
83
Properties=species:S:1:pos:R:3:lowdin_spin:R:1 method="wB97M-V/def2-TZVPD" s_squared=0.812 spin_multiplicity=2 total_charge=+1 e_above_lowest_kcal_mol=5.5 orbital_gap_ev="6.838 / 7.318" max_force_ev_per_a=0.46
Fe -1.0805 0.0345 0.7288 1.096
N 0.7813 1.9494 4.0605 -0.002
C 0.3716 1.1169 3.0841 -0.006
S -1.3323 1.0520 2.7312 -0.067
N 1.2504 0.3579 2.5041 -0.003
N 0.7138 -0.4889 1.5683 -0.010
C 1.4891 -1.4520 1.2136 -0.001
C 2.8483 -1.6478 1.7728 -0.001
C 3.0977 -2.7819 2.5403 0.000
C 4.3605 -3.0005 3.0703 0.000
C 5.3801 -2.0954 2.8163 0.000
C 5.1323 -0.9685 2.0427 0.000
C 3.8685 -0.7348 1.5261 0.000
C 0.9449 -2.4712 0.3008 0.002
C 1.7213 -3.5017 -0.2244 0.001
C 1.0975 -4.4769 -0.9829 0.000
C -0.2736 -4.4025 -1.1873 0.002
C -0.9559 -3.3214 -0.6533 0.004
N -0.3605 -2.3710 0.0574 0.039
H 0.1895 2.7229 4.3062 -0.001
H 1.7766 2.0882 4.1396 0.000
H 2.3006 -3.4925 2.7305 0.000
H 4.5474 -3.8774 3.6760 0.000
H 6.3687 -2.2677 3.2217 0.000
H 5.9276 -0.2606 1.8487 0.000
H 3.6578 0.1531 0.9448 0.000
H 2.7832 -3.5340 -0.0294 0.000
H 1.6725 -5.2927 -1.4006 0.000
H -0.8027 -5.1596 -1.7492 0.000
H -2.0259 -3.2080 -0.8044 0.000
N 1.4960 5.8384 -4.9076 0.000
C 1.4545 5.0558 -3.7814 0.000
C 1.8131 3.7024 -3.8408 0.000
C 1.7324 2.9106 -2.7152 0.000
C 1.2810 3.4496 -1.5150 -0.001
C 0.9386 4.7959 -1.4371 0.000
C 1.0222 5.5902 -2.5595 0.000
S 1.2263 2.4413 -0.0893 -0.002
O 2.1448 1.3514 -0.2918 0.000
O 1.3336 3.2797 1.0680 0.000
N -0.2565 1.6983 -0.0810 -0.020
C -1.4278 2.3639 -0.1069 0.001
N -2.4324 1.4795 0.1373 -0.018
C -3.6735 1.9486 0.2264 -0.001
C -3.9431 3.2813 0.0008 -0.001
C -2.8488 4.0987 -0.2797 0.001
N -1.6016 3.6623 -0.3275 -0.001
H 2.0458 5.5155 -5.6837 0.000
H 1.4879 6.8354 -4.7852 0.000
H 2.1723 3.2848 -4.7737 0.000
H 2.0431 1.8752 -2.7541 0.000
H 0.6148 5.2063 -0.4909 0.000
H 0.7615 6.6399 -2.5003 0.000
H -4.4543 1.2433 0.4871 0.000
H -4.9467 3.6720 0.0593 0.000
H -2.9867 5.1587 -0.4645 0.000
C -1.5835 1.4961 -3.1858 -0.001
Sb -1.1359 -0.2850 -2.1062 0.001
C -2.1812 -1.6122 -3.4246 0.002
C 0.8414 -0.7348 -2.7486 0.001
H -1.3368 1.3463 -4.2361 0.000
H -1.0146 2.3386 -2.8008 0.000
H -2.6494 1.7092 -3.0975 0.000
H -1.8604 -1.4070 -4.4453 0.000
H -3.2558 -1.4477 -3.3504 0.000
H -1.9603 -2.6504 -3.1852 0.000
H 0.9955 -0.3936 -3.7715 0.000
H 0.9766 -1.8162 -2.7086 0.000
H 1.5537 -0.2580 -2.0775 0.000
S -4.7052 -2.6121 1.2008 -0.001
C -3.6339 -1.3825 0.6921 0.000
N -2.5120 -1.2869 1.3364 -0.010
C -2.4204 -2.2663 2.3268 -0.001
C -1.3379 -2.4886 3.1821 0.000
C -1.4242 -3.5238 4.0848 0.000
C -2.5626 -4.3408 4.1540 0.000
C -3.6338 -4.1373 3.3139 0.000
C -3.5447 -3.0923 2.3943 0.000
H -3.8850 -0.7284 -0.1310 0.000
H -0.4658 -1.8556 3.1375 0.000
H -0.5985 -3.7076 4.7595 0.000
H -2.5999 -5.1431 4.8786 0.000
H -4.5117 -4.7669 3.3615 0.000

***

Entry 2:
70
Properties=species:S:1:pos:R:3:lowdin_charge:R:1 method="wB97M-V/def2-TZVPD" total_charge=+1 e_above_lowest_kcal_mol=20.3 orbital_gap_ev=3.450 max_force_ev_per_a=1.64
C -0.4728 5.2686 0.0800 -0.017
N -0.8241 4.2776 1.0657 -0.078
C -0.1666 2.9959 1.1384 -0.244
H -0.4758 2.3081 0.2976 0.146
C 1.3470 3.1085 1.0273 -0.190
C 2.0702 3.8433 1.9725 -0.022
C 3.4602 3.9189 1.8694 -0.065
C 4.1221 3.2682 0.8222 -0.079
C 3.3901 2.5816 -0.1521 -0.084
C 2.0007 2.5283 -0.0671 -0.053
N -0.6956 2.4824 2.3865 -0.077
C -0.2732 1.2262 2.9557 -0.020
C -1.6159 3.3408 2.9401 -0.177
C -1.6944 4.4707 2.1056 -0.177
C -2.3013 5.6596 2.5185 -0.026
C -2.7691 5.7081 3.8356 -0.103
C -2.7156 4.5708 4.6710 -0.109
C -2.1606 3.3652 4.2306 -0.034
H -1.0309 6.1886 0.2772 0.081
H 0.6002 5.4972 0.1348 0.091
H -0.6959 4.8878 -0.9267 0.094
H 1.5512 4.3559 2.7817 0.131
H 4.0262 4.4804 2.6084 0.108
H 5.2132 3.2989 0.7654 0.108
H 3.8996 2.0843 -0.9801 0.100
H 1.3959 2.0444 -0.8395 0.089
H -0.7470 1.1173 3.9381 0.086
H -0.5478 0.3715 2.3142 0.055
H 0.8169 1.2124 3.0813 0.094
H -2.3631 6.5014 1.8263 0.099
H -3.1780 6.6447 4.2271 0.101
H -3.1131 4.6442 5.6860 0.099
H -2.1248 2.4742 4.8575 0.094
C -1.1022 -2.3343 1.8724 0.002
C -1.3226 -3.0028 0.5838 -0.154
N -2.2863 -3.9455 0.4326 -0.014
C -3.2653 -4.2906 1.4531 0.024
C -2.2401 -4.4901 -0.8515 -0.151
C -1.2255 -3.8088 -1.5716 -0.099
C -1.0702 -4.1192 -2.9196 -0.009
C -1.8782 -5.1189 -3.4938 -0.051
C -2.8667 -5.7875 -2.7475 -0.053
C -3.0551 -5.4755 -1.3929 0.005
C -0.6267 -2.8276 -0.6539 -0.080
C 0.3453 -1.8501 -0.9222 0.115
C 1.3816 -1.9895 -1.9110 -0.200
C 1.8881 -3.2641 -2.2908 -0.021
C 2.7522 -3.4122 -3.3689 -0.018
C 3.1172 -2.3065 -4.1475 -0.241
C 3.8515 -2.5177 -5.4402 -0.034
C 2.7679 -1.0259 -3.6913 -0.014
C 1.9682 -0.8669 -2.5663 0.009
H -0.1200 -1.8529 1.8634 0.085
H -1.8607 -1.5557 2.0516 0.109
H -1.1264 -3.0465 2.7151 0.107
H -3.9509 -5.0449 1.0592 0.089
H -2.7640 -4.6850 2.3492 0.109
H -3.8470 -3.4039 1.7501 0.116
H -0.3278 -3.5849 -3.5087 0.111
H -1.7350 -5.3811 -4.5449 0.113
H -3.4926 -6.5424 -3.2196 0.113
H -3.8037 -5.9763 -0.7767 0.111
H 0.2976 -0.9091 -0.3587 0.134
H 1.5697 -4.1424 -1.7317 0.129
H 3.1192 -4.4045 -3.6416 0.130
H 4.1000 -1.5656 -5.9214 0.084
H 4.7794 -3.0865 -5.2997 0.095
H 3.2350 -3.0941 -6.1451 0.098
H 3.1338 -0.1569 -4.2489 0.125
H 1.7324 0.1403 -2.2136 0.104

***

Entry 3:
71
Properties=species:S:1:pos:R:3:lowdin_charge:R:1 method="wB97M-V/def2-TZVPD" total_charge=+1 e_above_lowest_kcal_mol=0.0 orbital_gap_ev=5.650 max_force_ev_per_a=3.05
C 2.7256 -0.5434 -1.2772 -0.011
C 2.5960 0.8906 -1.0988 -0.230
N 3.7182 1.6543 -1.0062 -0.066
C 5.0986 1.1791 -1.0003 -0.005
C 3.3662 2.9926 -0.9615 -0.162
C 1.9462 3.0618 -1.1332 -0.107
C 1.4388 4.3107 -1.5093 -0.024
C 2.2936 5.4180 -1.6417 -0.081
C 3.6864 5.3148 -1.4544 -0.083
C 4.2332 4.0715 -1.0976 -0.024
C 1.4564 1.7013 -1.0373 -0.095
C 0.0612 1.1812 -1.0670 -0.108
C -0.9206 2.3099 -0.9434 -0.250
C -0.8080 3.1915 0.1180 -0.071
C -1.6238 4.3158 0.1571 -0.067
C -2.5976 4.4793 -0.8390 -0.078
C -2.7781 3.5275 -1.8395 -0.070
C -1.9253 2.4375 -1.8761 -0.049
H 2.0365 -0.8157 -2.0671 0.079
H 3.7355 -0.8241 -1.5738 0.085
H 2.4451 -1.0530 -0.3591 0.085
H 5.7575 2.0513 -0.8523 0.081
H 5.2069 0.4559 -0.1735 0.101
H 5.3443 0.6850 -1.9589 0.102
H 0.3703 4.4038 -1.7129 0.101
H 1.8682 6.3873 -1.9108 0.102
H 4.3428 6.1820 -1.5766 0.104
H 5.3027 3.9209 -0.9448 0.096
H -0.1205 0.6160 -1.9993 0.125
H -0.0779 2.9889 0.8989 0.126
H -1.5261 5.0318 0.9780 0.114
H -3.2567 5.3323 -0.7712 0.102
H -3.5752 3.6175 -2.5702 0.107
H -2.0853 1.6255 -2.5700 0.107
C -0.5538 -0.1566 2.7094 0.018
N -1.5172 -0.4636 1.6689 0.013
C -1.2352 -1.1052 0.4900 -0.159
H -0.1060 0.4040 -0.4184 0.041
C -0.2973 -2.1811 0.4652 -0.151
C 0.4703 -2.5582 -0.6570 -0.052
C 1.1971 -3.7282 -0.6355 0.028
C 1.2114 -4.5352 0.5294 -0.240
O 1.9662 -5.6522 0.4600 -0.069
C 1.8626 -6.6768 1.4773 -0.037
C 0.3732 -4.2246 1.6242 0.015
C -0.3535 -3.0655 1.5735 -0.002
N -2.3944 -1.1705 -0.2446 0.035
C -2.5318 -1.8958 -1.5029 0.015
C -3.4450 -1.0702 0.6757 -0.135
C -2.8845 -0.6242 1.8656 -0.158
C -3.5205 -0.7764 3.0639 0.003
C -4.7631 -1.4036 3.0577 -0.050
C -5.3117 -1.8948 1.8720 -0.052
C -4.6332 -1.7692 0.6566 0.010
H -1.0678 0.5136 3.3935 0.101
H -0.1550 -1.0072 3.3058 0.109
H 0.2904 0.3746 2.2691 0.106
H 0.4795 -1.9587 -1.5771 0.104
H 1.7653 -4.0789 -1.5007 0.138
H 2.7076 -7.3375 1.2633 0.101
H 1.9484 -6.2655 2.4956 0.093
H 0.9202 -7.2379 1.3903 0.105
H 0.2495 -4.8877 2.4790 0.118
H -1.0691 -2.8110 2.3538 0.127
H -3.5038 -1.6408 -1.9463 0.106
H -1.7311 -1.5964 -2.1929 0.094
H -2.4981 -2.9969 -1.3471 0.123
H -3.0434 -0.4436 3.9717 0.117
H -5.3235 -1.5433 3.9764 0.116
H -6.2675 -2.4122 1.8818 0.116
H -4.9703 -2.2220 -0.2762 0.120

***

Entry 4:
81
Properties=species:S:1:pos:R:3:lowdin_charge:R:1 method="wB97M-V/def2-TZVPD" e_above_lowest_kcal_mol=0.0 orbital_gap_ev=7.096 max_force_ev_per_a=0.72
Zr -0.4092 -0.2137 0.0841 1.865
C -3.6423 -0.1447 0.6185 -0.134
N -2.8704 -0.8518 -0.4385 -0.246
C -3.4218 -0.3698 -1.7295 -0.180
C -2.6756 -0.7037 -3.0117 -0.146
C -1.3090 -0.0621 -3.1966 -0.188
N -0.2840 -0.5940 -2.2863 -0.054
C 0.7423 -1.1069 -2.8513 -0.095
C 1.9091 -1.7170 -2.2502 -0.132
C 2.7808 -2.3989 -3.1129 -0.041
C 3.8962 -3.0535 -2.6398 -0.094
C 4.1613 -3.0287 -1.2699 -0.072
C 3.3355 -2.3535 -0.3963 0.001
C 2.2025 -1.6732 -0.8721 -0.326
O 1.4496 -1.0251 -0.0213 -0.263
C -3.2060 -2.2848 -0.2068 -0.200
C -2.7731 -3.3609 -1.1947 -0.149
C -1.2686 -3.4288 -1.4720 -0.201
N -0.5694 -2.8225 -0.3532 -0.010
C -0.0357 -3.6268 0.4811 -0.075
C 0.5122 -3.2582 1.7737 -0.153
C 1.3920 -4.1209 2.4327 -0.047
C 1.8899 -3.7980 3.6790 -0.098
C 1.4766 -2.6150 4.2922 -0.073
C 0.5808 -1.7606 3.6774 0.004
C 0.0934 -2.0710 2.4034 -0.337
O -0.7527 -1.2625 1.7909 -0.311
H -4.7091 -0.3684 0.4956 0.101
H -3.4908 0.9264 0.5470 0.015
H -3.3051 -0.4833 1.5958 0.064
H -3.5039 0.7141 -1.6589 0.094
H -4.4515 -0.7476 -1.8094 0.133
H -3.3057 -0.3209 -3.8198 0.128
H -2.6042 -1.7771 -3.1808 0.085
H -1.3830 1.0124 -3.0419 0.091
H -0.9824 -0.2322 -4.2278 0.117
H 0.7573 -1.1356 -3.9462 0.131
H 2.5584 -2.4101 -4.1741 0.111
H 4.5554 -3.5787 -3.3164 0.099
H 5.0309 -3.5440 -0.8808 0.106
H 3.5300 -2.3298 0.6680 0.119
H -4.3006 -2.3458 -0.1329 0.123
H -2.8053 -2.5199 0.7791 0.113
H -3.3372 -3.3003 -2.1270 0.102
H -3.0870 -4.2980 -0.7253 0.119
H -1.0195 -2.8856 -2.3794 0.084
H -0.9534 -4.4681 -1.6168 0.117
H -0.0088 -4.6978 0.2451 0.137
H 1.6890 -5.0436 1.9462 0.113
H 2.5846 -4.4580 4.1802 0.097
H 1.8581 -2.3591 5.2730 0.104
H 0.2464 -0.8449 4.1473 0.119
O 1.0579 1.4927 -1.0349 -0.022
C 0.1206 2.2970 -0.9541 -0.536
N -1.1354 1.8264 -0.8176 -0.186
S -2.2274 3.0478 -1.0512 0.633
O -2.6285 3.0174 -2.4354 -0.289
O -3.2673 3.0794 -0.0722 -0.304
C -1.0417 4.3380 -0.8284 -0.202
C -1.2501 5.6904 -0.6713 -0.015
C -0.1158 6.4847 -0.5330 -0.054
C 1.1615 5.9322 -0.5648 -0.056
C 1.3478 4.5651 -0.7322 0.011
C 0.2191 3.7778 -0.8616 -0.123
H -2.2461 6.1086 -0.6359 0.125
H -0.2263 7.5513 -0.3884 0.109
H 2.0194 6.5809 -0.4475 0.107
H 2.3328 4.1178 -0.7417 0.125
C 2.4146 4.2835 3.8648 -0.033
C 1.8779 3.1176 3.0876 -0.340
C 2.7397 2.2475 2.4006 -0.017
C 2.1445 1.2659 1.6421 -0.111
N 0.8191 1.1170 1.6197 -0.086
C 0.0475 1.9444 2.3717 -0.843
S -1.6163 1.6420 2.3031 0.684
N 0.5668 2.9765 3.0679 0.107
H 3.5031 4.3092 3.8549 0.071
H 2.0645 4.2357 4.8955 0.083
H 2.0319 5.2113 3.4378 0.081
H 3.8126 2.3623 2.4335 0.101
H 2.7069 0.5819 1.0214 0.110